1.
A molecular structure, C52H36MoN7S2. Source: OMol25; level of theory: wB97M-V/def2-TZVPD.

```
! wB97M-V def2-TZVPD RIJCOSX def2/J DEFGRID3
* xyz 1 1
Mo 0.05 0.01 -0.12
C -2.00 -5.80 3.91
C -1.68 -6.03 2.58
C -0.90 -5.14 1.88
C -0.37 -3.99 2.50
C -0.74 -3.76 3.84
C -1.53 -4.66 4.53
C 0.37 -2.99 1.77
C 0.61 -3.07 0.37
C 1.10 -4.23 -0.27
C 1.52 -3.85 -1.52
C 1.19 -2.47 -1.66
C 1.16 -1.81 -2.89
C 2.15 -2.14 -3.90
C 2.03 -1.80 -5.26
C 2.99 -2.17 -6.18
C 4.13 -2.85 -5.77
C 4.32 -3.10 -4.42
C 3.36 -2.73 -3.50
C 0.08 -0.91 -3.11
N -0.38 -0.05 -2.17
C -1.44 0.63 -2.76
C -1.90 1.89 -2.37
C -2.89 2.57 -3.24
C -4.24 2.68 -2.91
C -5.12 3.29 -3.79
C -4.67 3.80 -4.99
C -3.32 3.72 -5.31
C -2.44 3.10 -4.44
C -1.27 2.61 -1.36
C -1.34 3.99 -1.08
C -0.38 4.25 -0.11
C 0.22 3.02 0.18
N -0.29 2.04 -0.57
C 0.53 1.65 2.22
C 1.24 0.34 2.54
C 1.63 -0.22 3.77
C 1.42 -1.59 3.67
C 0.89 -1.82 2.38
N 0.89 -0.65 1.69
C 0.28 2.41 3.51
C 1.40 2.77 4.26
C 1.25 3.39 5.49
C -0.02 3.66 5.99
C -1.12 3.36 5.22
C -0.98 2.76 3.98
C -1.75 0.04 -4.01
C -0.77 -0.89 -4.25
N 0.66 -2.00 -0.48
H -2.62 -6.50 4.45
H -2.07 -6.90 2.07
H -0.71 -5.34 0.84
H -0.44 -2.85 4.33
H -1.80 -4.45 5.56
H 1.22 -5.19 0.18
H 1.92 -4.48 -2.28
H 1.18 -1.24 -5.59
H 2.84 -1.94 -7.22
H 4.87 -3.14 -6.49
H 5.23 -3.57 -4.08
H 3.56 -2.90 -2.45
H -4.60 2.27 -1.97
H -6.17 3.36 -3.53
H -5.36 4.27 -5.68
H -2.96 4.11 -6.24
H -1.39 3.02 -4.69
H -2.00 4.68 -1.57
H -0.15 5.19 0.35
H 2.00 0.30 4.63
H 1.69 -2.34 4.38
H 2.39 2.56 3.89
H 2.13 3.66 6.06
H -0.14 4.10 6.96
H -2.11 3.58 5.58
H -1.85 2.54 3.39
H -2.56 0.32 -4.66
H -0.73 -1.55 -5.09
C -3.66 0.14 4.27
S -3.81 -0.79 2.71
C -2.44 -0.21 1.82
S -2.19 -0.84 0.21
N -1.63 0.67 2.31
N -0.64 1.07 1.56
C 1.23 2.62 1.20
C 2.34 1.99 0.43
C 3.58 2.61 0.31
C 4.59 2.01 -0.43
C 4.32 0.78 -1.01
C 3.05 0.25 -0.90
N 2.06 0.84 -0.22
H -4.40 -0.28 4.95
H -3.86 1.19 4.09
H -2.65 0.02 4.67
H 1.60 3.49 1.74
H 3.73 3.57 0.79
H 5.55 2.49 -0.55
H 5.08 0.24 -1.55
H 2.80 -0.68 -1.40
*
```

The value obtained for the LUMO energy (spin up / spin down) is -4.6968 / -4.6970 eV. For the HOMO energy (spin up / spin down), the calculation gives -9.0180 / -9.0092 eV.

Atom charges from the Mulliken analysis, given in e for atoms 1 to 6:
1 Mo -1.13
2 C -0.40
3 C -1.09
4 C -0.57
5 C 0.87
6 C -0.25

=====

2.
A molecular structure, C52H37MnN5. Source: OMol25; level of theory: wB97M-V/def2-TZVPD.

```
! wB97M-V def2-TZVPD RIJCOSX def2/J DEFGRID3
* xyz 0 2
Mn -0.28 0.03 -0.09
C -4.54 -3.25 5.28
C -4.98 -2.76 4.07
C -4.07 -2.30 3.13
C -2.70 -2.33 3.39
C -2.26 -2.87 4.60
C -3.18 -3.31 5.54
C -1.78 -1.75 2.40
C -0.90 -0.72 2.76
C -0.53 -0.36 4.09
C 0.45 0.58 3.99
C 0.61 0.86 2.60
N -0.21 0.05 1.86
C 1.25 2.01 2.12
C 0.90 2.57 0.90
C 1.11 3.94 0.53
C 0.45 4.14 -0.64
C -0.11 2.88 -1.03
C -0.75 2.62 -2.24
C -1.16 3.74 -3.11
C -0.25 4.59 -3.71
C -0.69 5.63 -4.51
C -2.05 5.82 -4.72
C -2.96 4.97 -4.12
C -2.52 3.93 -3.32
C -1.04 1.32 -2.68
N -0.85 0.18 -1.96
C -1.09 -0.87 -2.82
C -1.27 -2.19 -2.41
C -1.41 -3.26 -3.42
C -0.28 -3.98 -3.81
C -0.39 -5.02 -4.72
C -1.62 -5.36 -5.25
C -2.74 -4.63 -4.90
C -2.64 -3.59 -3.99
C -1.46 -2.51 -1.07
C -2.15 -3.67 -0.61
C -2.44 -3.47 0.71
C -1.85 -2.22 1.08
N -1.25 -1.64 -0.01
C -1.42 -0.37 -4.11
C -1.43 0.99 -4.02
N 0.15 1.94 -0.07
C 2.26 2.62 3.00
C 2.13 3.85 3.62
C 3.12 4.31 4.47
C 4.25 3.54 4.71
C 4.39 2.32 4.08
C 3.40 1.85 3.23
H -5.24 -3.58 6.03
H -6.04 -2.73 3.85
H -4.41 -1.89 2.19
H -1.21 -2.96 4.79
H -2.83 -3.70 6.49
H -0.97 -0.75 4.99
H 0.97 1.08 4.78
H 1.65 4.66 1.12
H 0.36 5.05 -1.19
H 0.81 4.43 -3.56
H 0.02 6.29 -4.98
H -2.39 6.62 -5.36
H -4.02 5.12 -4.28
H -3.23 3.26 -2.85
H 0.68 -3.72 -3.40
H 0.49 -5.57 -5.01
H -1.70 -6.19 -5.94
H -3.70 -4.87 -5.34
H -3.52 -3.01 -3.73
H -2.43 -4.50 -1.22
H -2.97 -4.12 1.37
H -1.65 -0.98 -4.97
H -1.67 1.71 -4.78
H 1.24 4.45 3.47
H 3.01 5.27 4.95
H 5.01 3.90 5.38
H 5.27 1.71 4.25
H 3.50 0.90 2.73
C 2.01 -2.80 1.16
C 3.04 -1.84 0.66
C 4.38 -2.03 0.91
C 5.34 -1.13 0.45
C 4.93 -0.02 -0.28
C 3.60 0.22 -0.56
C 3.20 1.43 -1.33
C 2.61 -0.70 -0.09
N 1.33 -0.52 -0.33
H 2.48 -3.61 1.71
H 1.44 -3.20 0.33
H 1.31 -2.27 1.81
H 4.69 -2.89 1.48
H 6.38 -1.29 0.65
H 5.67 0.69 -0.63
H 4.01 1.75 -1.99
H 2.99 2.25 -0.64
H 2.30 1.24 -1.91
*
```

The value obtained for the LUMO energy (spin up / spin down) is -1.1688 / -1.1459 eV. As for the relative energy (zero: lowest compared OMol25 entry of this formula, charge and spin): 0.3910 eV. The expectation value of S² is 0.832. For the HOMO energy (spin up / spin down), the calculation gives -6.8329 / -6.9214 eV.

Atom charges from the Mulliken analysis, given in e for atoms 1 to 6:
1 Mn -0.66
2 C -0.40
3 C -0.85
4 C -0.19
5 C -0.25
6 C -0.38

=====

3.
A molecular structure, C52H37N8SV. Source: OMol25; level of theory: wB97M-V/def2-TZVPD.

```
! wB97M-V def2-TZVPD RIJCOSX def2/J DEFGRID3
* xyz 0 3
V 0.18 0.02 0.02
C -6.16 1.15 -4.27
C -5.94 -0.16 -3.87
C -4.82 -0.48 -3.12
C -3.90 0.50 -2.76
C -4.12 1.82 -3.16
C -5.25 2.14 -3.90
C -2.71 0.14 -1.94
C -2.82 0.27 -0.56
C -4.04 0.56 0.14
C -3.83 0.25 1.44
C -2.47 -0.21 1.54
N -1.86 -0.14 0.32
C -1.89 -0.74 2.69
C -0.58 -1.17 2.78
C 0.00 -1.62 4.01
C 1.34 -1.73 3.80
C 1.56 -1.36 2.43
C 2.83 -1.28 1.85
C 4.05 -1.45 2.69
C 4.36 -2.65 3.31
C 5.50 -2.76 4.09
C 6.34 -1.66 4.27
C 6.03 -0.46 3.65
C 4.90 -0.36 2.85
C 2.99 -1.05 0.49
N 1.98 -0.83 -0.42
C 2.53 -1.07 -1.65
C 1.82 -1.23 -2.84
C 2.61 -1.44 -4.08
C 3.56 -0.48 -4.46
C 4.32 -0.66 -5.60
C 4.15 -1.78 -6.39
C 3.20 -2.73 -6.04
C 2.44 -2.56 -4.89
C 0.43 -1.12 -2.93
C -0.28 -1.17 -4.18
C -1.54 -0.74 -3.94
C -1.60 -0.43 -2.54
N -0.40 -0.72 -1.93
C 3.94 -1.35 -1.52
C 4.22 -1.32 -0.20
N 0.38 -1.07 1.81
C -2.74 -0.79 3.92
C -3.78 -1.71 4.02
C -4.60 -1.73 5.14
C -4.38 -0.82 6.17
C -3.35 0.11 6.07
C -2.53 0.12 4.95
H -7.02 1.40 -4.86
H -6.63 -0.94 -4.15
H -4.65 -1.50 -2.81
H -3.41 2.58 -2.90
H -5.43 3.17 -4.20
H -4.95 0.91 -0.33
H -4.53 0.29 2.26
H -0.54 -1.82 4.92
H 2.11 -2.02 4.49
H 3.72 -3.52 3.17
H 5.75 -3.70 4.56
H 7.22 -1.75 4.89
H 6.68 0.40 3.77
H 4.66 0.57 2.35
H 3.68 0.40 -3.85
H 5.06 0.09 -5.86
H 4.75 -1.91 -7.28
H 3.06 -3.60 -6.66
H 1.71 -3.31 -4.61
H 0.15 -1.47 -5.12
H -2.35 -0.61 -4.63
H 4.60 -1.61 -2.33
H 5.16 -1.53 0.29
H -3.94 -2.41 3.21
H -5.40 -2.45 5.22
H -5.01 -0.83 7.05
H -3.18 0.82 6.87
H -1.73 0.84 4.85
C -1.19 3.72 1.61
C -0.71 2.62 0.73
N -0.05 1.60 1.18
N 0.28 1.62 2.49
C 1.54 1.92 2.69
N 2.01 1.88 3.97
S 2.54 2.52 1.43
C -0.70 2.71 -0.71
C -1.26 3.76 -1.43
C -0.97 3.87 -2.78
C -0.11 2.95 -3.35
C 0.38 1.92 -2.57
N 0.07 1.76 -1.29
H -0.72 3.62 2.59
H -2.27 3.66 1.73
H -0.94 4.69 1.19
H 1.56 1.25 4.61
H 3.00 2.00 4.07
H -1.90 4.47 -0.93
H -1.41 4.67 -3.37
H 0.19 3.03 -4.39
H 1.06 1.20 -3.00
*
```

The value obtained for the LUMO energy (spin up / spin down) is -1.0485 / -1.1401 eV. As for the relative energy (zero: lowest compared OMol25 entry of this formula, charge and spin): 0.5531 eV. The expectation value of S² is 2.029. For the HOMO energy (spin up / spin down), the calculation gives -6.8468 / -6.8709 eV.

Atom charges from the Mulliken analysis, given in e for atoms 1 to 6:
1 V -1.28
2 C -0.39
3 C -0.83
4 C 0.19
5 C -0.89
6 C 0.43

=====

4.
A molecular structure, C52H39AsN6O5Pb. Source: OMol25; level of theory: wB97M-V/def2-TZVPD.

```
! wB97M-V def2-TZVPD RIJCOSX def2/J DEFGRID3
* xyz 0 1
Pb 1.16 -0.51 0.86
O 5.02 -1.30 -1.67
C 4.50 -1.90 -2.76
C 5.35 -2.11 -3.85
C 4.88 -2.75 -4.98
C 3.57 -3.20 -5.05
C 2.72 -2.97 -3.98
C 3.16 -2.31 -2.83
C 2.22 -2.01 -1.72
O 2.72 -1.68 -0.58
N 0.95 -2.08 -2.00
N 0.15 -1.78 -0.89
C -1.04 -2.25 -0.97
C -2.08 -2.19 0.05
C -3.38 -2.51 -0.37
C -4.44 -2.56 0.51
C -4.18 -2.32 1.86
C -2.92 -2.02 2.31
C -1.81 -1.92 1.42
O -0.66 -1.57 1.88
H 4.30 -1.35 -0.99
H 6.38 -1.78 -3.77
H 5.55 -2.92 -5.81
H 3.21 -3.72 -5.93
H 1.69 -3.29 -4.01
H -1.29 -2.78 -1.89
H -3.54 -2.73 -1.42
H -5.43 -2.80 0.16
H -4.99 -2.37 2.58
H -2.71 -1.84 3.35
C -3.00 10.89 8.84
O -1.75 10.73 8.19
C -1.58 9.64 7.40
C -0.33 9.53 6.78
C -0.06 8.46 5.97
C -1.02 7.47 5.74
C -2.25 7.59 6.35
C -2.55 8.67 7.18
C -0.68 6.35 4.86
N 0.49 6.14 4.31
C 0.35 4.99 3.58
C -0.92 4.49 3.69
N -1.58 5.37 4.51
C -1.38 3.33 2.99
C -2.71 2.89 2.97
C -3.05 1.82 2.18
C -2.04 1.22 1.41
N -0.78 1.60 1.43
C -0.43 2.63 2.22
C 0.97 3.09 2.19
N 1.85 2.34 1.52
C 3.08 2.78 1.36
C 3.53 4.00 1.89
C 2.65 4.75 2.63
C 1.34 4.29 2.81
H -2.93 11.81 9.41
H -3.20 10.05 9.51
H -3.82 10.97 8.11
H 0.40 10.30 6.97
H 0.91 8.37 5.49
H -3.02 6.84 6.21
H -3.52 8.73 7.65
H -2.54 5.31 4.82
H -3.46 3.38 3.57
H -4.06 1.44 2.13
H -2.29 0.41 0.74
H 3.76 2.14 0.81
H 4.54 4.33 1.71
H 2.95 5.69 3.09
O 1.43 0.87 -1.23
As 0.69 1.38 -2.62
C -0.69 0.24 -3.29
C -0.39 -0.73 -4.24
C -1.39 -1.59 -4.67
C -2.67 -1.49 -4.13
C -2.96 -0.53 -3.18
C -1.97 0.35 -2.76
C -0.17 3.08 -2.31
C -0.91 3.75 -3.27
C -1.48 4.98 -2.96
C -1.31 5.52 -1.69
C -0.57 4.84 -0.73
C 0.00 3.62 -1.05
C 1.98 1.57 -4.01
C 1.63 1.97 -5.29
C 2.61 2.08 -6.27
C 3.93 1.78 -5.96
C 4.28 1.36 -4.68
C 3.30 1.25 -3.70
H 0.61 -0.82 -4.64
H -1.17 -2.35 -5.40
H -3.45 -2.17 -4.46
H -3.96 -0.45 -2.76
H -2.19 1.10 -2.02
H -1.07 3.33 -4.26
H -2.06 5.51 -3.70
H -1.75 6.48 -1.45
H -0.44 5.26 0.26
H 0.58 3.06 -0.33
H 0.60 2.18 -5.55
H 2.34 2.39 -7.27
H 4.69 1.86 -6.72
H 5.30 1.11 -4.44
H 3.55 0.91 -2.70
*
```

The value obtained for the LUMO energy is -0.0822 eV. As for the relative energy (zero: lowest compared OMol25 entry of this formula, charge and spin): 0.2484 eV. For the HOMO energy, the calculation gives -7.0086 eV.

Atom charges from the Mulliken analysis, given in e for atoms 1 to 6:
1 Pb 1.48
2 O -0.75
3 C -0.05
4 C -0.53
5 C -0.41
6 C -0.94